# 1
Computed, not measured: a structure of composition C19H27AgN5O2S3, with wB97M-V/def2-TZVPD.

```
57
Properties=species:S:1:pos:R:3:forces:R:3:mulliken_charge:R:1
Ag -0.256933 1.411295 -0.460408 0.06 0.47 -0.18 0.694
C -4.744020 0.587301 0.965241 0.04 0.00 0.01 -1.455
C -3.451950 0.808885 0.231109 -0.06 0.04 0.05 0.380
N -2.488111 1.531225 0.659663 -0.07 -0.14 0.08 0.727
N -2.656556 2.186745 1.834803 -0.28 -0.10 -0.09 -1.160
C -1.541294 2.558759 2.409605 0.19 0.13 0.19 0.342
N -1.727825 3.252287 3.593891 -0.14 -0.01 -0.05 -0.469
S 0.086329 2.276465 1.963070 0.28 -0.08 0.02 -0.565
C -3.242300 0.119872 -1.064349 -0.05 -0.05 -0.10 0.434
C -4.184242 -0.787017 -1.561001 0.04 0.04 0.00 -0.518
C -3.937968 -1.434851 -2.757274 0.03 0.01 -0.01 -0.563
C -2.766365 -1.162166 -3.445611 -0.02 -0.02 -0.02 -0.688
C -1.893617 -0.238877 -2.891239 0.05 0.06 0.00 -0.287
N -2.123015 0.383327 -1.744392 0.02 -0.14 0.05 0.008
H -4.729547 1.152509 1.891697 0.00 0.02 -0.01 0.416
H -4.873642 -0.472140 1.200260 0.01 -0.01 0.01 0.304
H -5.599536 0.902666 0.362321 -0.01 0.00 -0.01 0.323
H -2.639430 3.678702 3.672951 0.02 0.01 0.02 0.243
H -0.941767 3.815199 3.870726 0.00 0.00 -0.01 0.236
H -5.088817 -0.996110 -1.009779 0.00 0.02 0.03 0.327
H -4.653394 -2.149581 -3.145841 0.00 0.00 0.00 0.395
H -2.529418 -1.643865 -4.384685 -0.01 -0.01 0.00 0.409
H -0.961205 0.023198 -3.382305 0.01 -0.01 -0.01 0.416
O 2.189943 0.830709 -0.874585 -0.01 0.01 0.03 -0.697
N 2.835911 1.967156 -0.860808 0.02 0.01 -0.02 0.254
C 4.012770 2.013589 -0.191847 -0.05 -0.05 -0.02 -0.067
C 4.788221 3.139913 -0.132261 -0.03 -0.02 -0.01 -0.855
C 4.328366 4.288476 -0.782697 0.01 -0.02 0.01 -0.138
C 3.126271 4.242207 -1.439044 0.07 0.06 0.03 -0.744
C 2.328600 3.080516 -1.496620 0.08 -0.02 0.05 0.299
S 0.830046 3.042809 -2.292365 -0.19 -0.21 -0.05 -0.474
H 4.256545 1.070098 0.273246 0.06 0.03 0.03 0.405
H 5.718887 3.117426 0.415871 0.01 0.00 0.00 0.361
H 4.902387 5.206119 -0.763130 0.01 0.00 0.01 0.347
H 2.731260 5.114650 -1.939244 -0.01 0.00 0.00 0.359
C 3.033134 -2.349888 -1.290998 0.03 0.02 0.01 -0.752
C 1.728148 -3.006014 -1.722072 -0.04 -0.05 -0.03 -0.225
C 0.694661 -3.163120 -0.612017 0.09 0.00 0.06 -1.209
S 0.060126 -1.562087 -0.005729 0.03 0.11 -0.16 0.926
O -1.305127 -1.854154 0.519902 -0.30 -0.13 0.08 -0.737
C 1.149722 -1.278556 1.436916 0.10 -0.06 -0.03 -0.564
C 0.457591 -1.588919 2.752680 0.03 0.10 -0.01 -0.336
C 0.256160 -3.075605 3.004646 -0.04 -0.07 0.03 -1.279
H 3.741773 -2.333913 -2.121130 0.01 -0.01 0.00 0.394
H 3.499058 -2.897623 -0.466562 -0.01 -0.01 0.01 0.292
H 2.874045 -1.313539 -0.986205 0.00 0.01 0.01 -0.059
H 1.925530 -4.000731 -2.135136 0.01 0.01 0.00 0.375
H 1.281748 -2.417886 -2.529026 0.00 0.01 0.01 0.245
H 1.064397 -3.757119 0.227168 0.03 0.03 0.00 0.401
H -0.208063 -3.643109 -0.993957 -0.04 0.05 0.02 0.437
H 1.414004 -0.224102 1.368762 -0.01 0.01 0.00 -0.025
H 2.053741 -1.874073 1.295648 0.01 0.00 0.00 0.523
H -0.497574 -1.062162 2.770905 -0.02 -0.04 0.00 0.166
H 1.065151 -1.144182 3.546075 0.00 -0.02 0.00 0.498
H -0.423784 -3.500172 2.265756 0.00 0.01 0.00 0.236
H -0.174089 -3.251315 3.992786 0.00 0.01 0.00 0.408
H 1.205037 -3.619203 2.956614 0.01 0.01 0.00 0.285
```
Forces are in eV/Å.

Results
Spin multiplicity = 1
LUMO level = 2.68 eV
E_tot = -68192.1509 eV
Charge = -1
Maximum force = 0.51 eV/A
Molecular weight = 561.53 g mol⁻¹
Orbital gap = 6.55 eV

***

# 2
Computed, not measured: an isolated molecule of C4H6BrFNP at a distorted geometry, with wB97M-V/def2-TZVPD.

```
14
Properties=species:S:1:pos:R:3:forces:R:3:mulliken_charge:R:1
H -2.595818 -1.006864 1.026222 0.33 -0.16 0.20 0.032
P -1.629760 -1.962439 1.478616 0.15 -0.55 -0.27 -0.162
C -0.328123 -1.263050 0.663323 -1.12 0.22 0.55 0.613
C 1.109682 -1.602691 0.695343 -2.22 -3.54 -2.89 -1.334
N -0.591803 -0.025746 0.132726 0.56 1.96 -1.55 -0.324
C 0.232130 0.606967 -0.606235 -0.54 2.05 0.55 -0.151
C -0.194426 2.194710 -0.785113 2.93 -1.07 -1.38 -0.006
F -1.124306 2.552609 0.064496 -0.89 0.06 0.83 -0.209
Br -0.804907 2.427487 -2.619168 -0.37 -0.15 -0.42 -0.148
H 1.533650 -0.746613 1.045054 2.20 1.67 1.55 0.459
H 1.137958 -2.593511 1.119971 1.06 0.08 0.99 0.372
H 1.402383 -1.797747 -0.374597 0.09 0.42 0.84 0.297
H 1.215191 0.227097 -1.044706 -1.34 0.72 0.43 0.273
H 0.638150 2.989790 -0.795932 -0.83 -1.71 0.55 0.287
```
Forces are in eV/Å.

Results
Spin multiplicity = 1
LUMO level = -0.67 eV
E_tot = -87781.0705 eV
Charge = 0
Maximum force = 5.08 eV/A
SMILES string = [H]/P=C(C)\N=C\[C@H](F)Br
Molecular weight = 197.98 g mol⁻¹
Orbital gap = 8.12 eV

***

# 3
Computed, not measured: a cluster of 2 separate species, C30H36ClN2O5S in total at a distorted geometry, with wB97M-V/def2-TZVPD.

```
75
Properties=species:S:1:pos:R:3:forces:R:3:mulliken_charge:R:1
C 1.929357 0.625631 -7.012514 -0.55 -0.27 0.70 -1.147
N 0.898315 -0.055788 -6.228053 0.03 0.02 0.00 0.069
C -0.225105 -0.576787 -7.010689 0.65 0.11 0.70 -1.184
C 0.991147 -0.269132 -4.850000 -0.13 0.21 -0.27 0.948
C 0.357942 -1.384537 -4.272234 0.21 0.28 -0.76 -0.651
C 0.350342 -1.566988 -2.922356 0.44 0.33 0.66 -0.610
C 0.922558 -0.618357 -2.046556 0.01 -0.03 -0.85 0.016
C 0.793474 -0.733058 -0.625484 -1.10 -0.66 0.88 -0.528
C -0.219315 -1.404719 0.047536 1.06 0.78 -0.82 -0.412
C -0.152378 -1.609887 1.461034 -0.58 -0.26 0.46 -0.319
C -1.140973 -2.237651 2.145838 0.76 0.35 0.46 -0.554
C -1.119575 -2.459504 3.659884 0.03 -0.08 0.10 2.289
C -2.294181 -1.683651 4.285557 -0.13 0.01 -0.12 -1.638
C 0.196480 -1.984804 4.298216 -0.30 -0.04 -0.25 -2.127
C -1.296929 -3.962389 3.952181 -0.13 -0.07 -0.08 -1.694
C -2.329347 -2.700495 1.440906 0.02 -0.17 -0.04 1.612
O -3.253157 -3.242104 2.042229 -0.45 -0.15 0.28 -0.868
C -2.415831 -2.479570 0.008384 0.03 0.14 -0.86 -0.747
C -3.693676 -2.922537 -0.706975 -0.10 0.01 -0.05 2.158
C -3.905854 -4.431164 -0.470864 0.02 -0.02 0.16 -1.730
C -3.616567 -2.663908 -2.225215 0.04 0.02 0.42 -2.007
C -4.876819 -2.136463 -0.112673 0.01 0.00 0.13 -1.677
C -1.405823 -1.838292 -0.619742 -0.77 -0.30 0.13 -1.033
C 1.628922 0.457678 -2.628528 -0.36 -0.66 0.60 -1.009
C 1.675962 0.615751 -3.987428 -0.21 -0.18 -0.86 -0.648
H 2.832069 0.772367 -6.423149 -0.07 0.00 0.05 0.360
H 2.191478 0.016315 -7.875650 0.03 -0.10 -0.16 0.355
H 1.567811 1.590288 -7.362800 0.05 0.23 -0.12 0.333
H -1.047942 -0.864728 -6.359205 0.07 0.05 0.02 0.408
H -0.595548 0.190230 -7.686615 0.04 0.15 -0.15 0.345
H 0.084765 -1.442921 -7.590594 -0.07 -0.24 -0.25 0.339
H -0.082404 -2.125401 -4.918827 -0.05 -0.17 -0.05 0.515
H -0.055227 -2.477743 -2.517830 -0.01 -0.14 -0.01 0.798
H 1.521128 -0.209563 -0.031378 0.31 0.10 0.26 0.583
H 0.718908 -1.250247 1.973314 0.31 0.14 0.15 0.664
H -3.239801 -2.012141 3.854199 0.12 0.02 0.11 0.357
H -2.341322 -1.845407 5.361634 0.12 -0.04 0.15 0.435
H -2.200988 -0.613536 4.103673 0.12 0.10 0.00 0.335
H 1.046620 -2.531842 3.891876 0.09 -0.03 -0.04 0.403
H 0.355969 -0.920595 4.129489 0.03 0.09 0.00 0.427
H 0.177307 -2.150197 5.374815 -0.09 -0.05 0.06 0.402
H -0.477665 -4.544894 3.532863 0.19 0.00 -0.01 0.337
H -1.337056 -4.149223 5.024425 0.10 0.07 0.17 0.444
H -2.223147 -4.332120 3.513308 0.15 0.06 0.14 0.334
H -3.968167 -4.647210 0.595567 -0.04 0.04 -0.18 0.316
H -4.826468 -4.779289 -0.938693 -0.09 0.07 -0.17 0.454
H -3.076450 -5.010124 -0.876442 0.09 -0.02 -0.14 0.350
H -3.493460 -1.602966 -2.440008 0.00 0.09 -0.03 0.379
H -2.780089 -3.202789 -2.670017 0.09 -0.05 -0.05 0.357
H -4.525954 -2.994385 -2.725110 -0.13 -0.08 0.10 0.426
H -4.745217 -1.065085 -0.261860 0.03 0.09 -0.11 0.330
H -5.821776 -2.432646 -0.566621 -0.06 -0.07 -0.16 0.430
H -4.947423 -2.313169 0.960697 -0.02 -0.02 -0.15 0.359
H -1.534609 -1.568955 -1.648589 -0.03 0.09 -0.12 0.895
H 2.092518 1.181406 -1.977165 0.12 0.22 0.11 0.549
H 2.185147 1.465727 -4.407544 0.09 0.21 -0.03 0.425
O 5.831560 6.033739 5.729316 -0.91 0.56 -0.69 -0.606
N 4.959830 6.681045 5.141028 0.68 0.56 1.11 0.967
O 4.621008 7.818447 5.481093 0.25 -1.16 -0.45 -0.608
C 4.299977 6.073034 3.989779 -0.28 -0.27 -0.38 0.022
C 3.310565 6.768006 3.319981 0.01 0.59 0.32 -0.437
C 2.686149 6.191521 2.235601 -0.24 0.39 -0.11 -0.354
C 3.045831 4.926303 1.834697 -0.06 -0.25 -0.61 -0.479
S 2.210825 4.185931 0.431152 -3.68 -2.35 1.13 1.171
C 0.960331 3.247308 1.291611 2.49 1.75 -0.35 -0.719
Cl -0.217389 2.435549 0.380413 -0.69 -0.43 -0.76 -0.215
O 1.531095 5.341303 -0.257295 2.32 -1.84 -0.15 -0.715
O 3.135242 3.186042 -0.213131 -0.75 2.75 -0.11 -0.625
C 4.034659 4.231274 2.488925 0.16 -0.34 -0.05 -0.179
C 4.661573 4.805708 3.573304 0.59 -0.16 0.55 -0.460
H 3.053349 7.760047 3.655967 -0.07 0.06 0.00 0.451
H 1.928893 6.719215 1.674968 -0.07 -0.01 0.01 0.476
H 0.937658 3.188079 2.354922 0.17 0.11 0.37 0.437
H 4.311606 3.253605 2.124507 0.04 -0.08 0.03 0.468
H 5.445262 4.287415 4.102947 0.04 -0.06 0.04 0.450
```
Forces are in eV/Å.

Results
Spin multiplicity = 1
LUMO level = 1.39 eV
E_tot = -68265.6138 eV
Charge = -1
Maximum force = 4.51 eV/A
Molecular weight = 572.15 g mol⁻¹
Orbital gap = 4.28 eV

***

# 4
Computed, not measured: a structure of composition CH4Cl2P2 at a distorted geometry, with wB97M-V/def2-TZVPD.

```
9
Properties=species:S:1:pos:R:3:forces:R:3:mulliken_charge:R:1
C -0.858806 1.356426 -1.423762 2.00 -3.60 0.62 0.087
P 1.269740 -1.713511 1.541588 0.40 -1.20 -1.55 -0.099
P 0.123574 0.138705 -0.228185 0.13 0.49 -0.93 -0.062
Cl -1.334280 2.607013 -0.509818 -1.56 2.75 0.88 -0.111
Cl -1.964616 0.438381 -2.405850 -0.12 0.60 0.08 -0.132
H 0.812433 -0.774774 2.343724 -0.31 2.17 1.81 0.051
H 0.091900 -2.363126 1.918585 -0.33 -0.67 -0.24 0.067
H 0.552094 -0.607600 -1.319613 0.51 -0.25 -0.10 0.084
H 1.307961 0.918486 0.083331 -0.72 -0.30 -0.56 0.115
```
Forces are in eV/Å.

Results
Spin multiplicity = 1
LUMO level (alpha / beta) = -0.82 / -1.54 eV
E_tot = -44719.8382 eV
Charge = 0
Maximum force = 4.16 eV/A
Molecular weight = 148.90 g mol⁻¹
Orbital gap (alpha / beta) = 7.29 / 6.74 eV

***

Q: Look up the spin multiplicity of the first one.
A: 1

***

Q: Which of these has the highest E_tot?
A: CH4Cl2P2

***

Q: spin multiplicity of number 2 (C4H6BrFNP)?
A: 1

***

Q: What is the formula in the first record?
A: C19H27AgN5O2S3